#w
{"formula": "C2H9N2O", "method": "ωB97M-V/def2-TZVPD", "gap_ev": 10.442, "mol_weight_g_mol": 77.1, "charge": 1, "elements": ["N", "H", "H", "H", "O", "C", "C", "N", "H", "H", "H", "H", "H", "H"], "xyz": [[-2.770, -0.941, 0.179], [-3.699, -0.927, 0.588], [-2.927, -0.825, -0.820], [-2.459, -1.906, 0.266], [1.904, -0.727, 0.005], [0.732, -0.688, -0.268], [-0.043, 0.601, -0.084], [0.976, 1.678, 0.123], [0.182, -1.558, -0.646], [-0.645, 0.811, -0.964], [-0.699, 0.519, 0.780], [0.720, 2.328, 0.868], [1.860, 1.192, 0.368], [1.130, 2.253, -0.706]]}



#x
{"formula": "C2H9N2O", "method": "ωB97M-V/def2-TZVPD", "gap_ev": 9.615, "mol_weight_g_mol": 77.1, "charge": 1, "elements": ["C", "N", "C", "N", "H", "H", "H", "H", "H", "H", "H", "H", "H", "O"], "xyz": [[0.222, -1.296, -0.770], [1.247, -1.000, 0.282], [1.515, 0.132, 0.879], [2.540, 0.234, 1.696], [0.465, -2.304, -1.307], [0.323, -0.495, -1.596], [-0.776, -1.379, -0.382], [1.399, -1.873, 0.880], [1.037, 1.044, 0.539], [3.121, -0.639, 1.700], [2.860, 1.058, 2.257], [-4.870, 2.087, -2.160], [-4.444, 2.582, -0.732], [-4.639, 1.849, -1.286]]}



Which of them is most stable? Easy: #w.



#w
{"formula": "C10H16O", "method": "ωB97M-V/def2-TZVPD", "gap_ev": 9.415, "mol_weight_g_mol": 152.2, "elements": ["C", "C", "C", "C", "C", "C", "C", "C", "H", "H", "H", "H", "H", "H", "H", "H", "H", "H", "C", "C", "O", "H", "H", "H", "H", "H", "H"], "xyz": [[1.304, -3.677, -0.197], [0.739, -2.730, 0.864], [1.061, -1.264, 0.644], [2.417, -0.917, 0.665], [2.816, 0.393, 0.343], [1.854, 1.339, 0.144], [0.525, 0.969, 0.025], [0.099, -0.329, 0.301], [1.541, -4.648, 0.213], [2.263, -3.280, -0.516], [0.674, -3.795, -1.071], [-0.336, -2.964, 0.888], [1.226, -2.929, 1.854], [3.185, -1.514, 1.153], [3.880, 0.566, 0.320], [2.184, 2.380, 0.128], [-0.319, 1.604, -0.165], [-0.946, -0.552, 0.194], [-2.573, 3.172, -0.046], [-2.979, 1.882, -0.743], [-1.903, 1.358, -1.532], [-3.226, 4.026, -0.236], [-1.671, 3.498, -0.565], [-2.487, 2.966, 1.015], [-3.171, 1.126, 0.050], [-3.902, 2.031, -1.310], [-2.256, 1.289, -2.420]]}



#x
{"formula": "C10H16O", "method": "ωB97M-V/def2-TZVPD", "gap_ev": 9.879, "mol_weight_g_mol": 152.2, "elements": ["C", "C", "C", "C", "C", "C", "C", "C", "H", "H", "H", "H", "H", "H", "H", "H", "H", "H", "C", "C", "O", "H", "H", "H", "H", "H", "H"], "xyz": [[0.885, 0.240, 2.732], [0.811, 1.057, 1.455], [-0.616, 1.146, 0.874], [-1.512, 2.153, 1.002], [-2.832, 2.046, 0.520], [-3.154, 1.011, -0.352], [-2.279, -0.008, -0.513], [-1.073, 0.097, 0.059], [1.868, -0.210, 3.004], [0.281, -0.659, 2.681], [0.730, 0.932, 3.522], [1.319, 2.016, 1.788], [1.512, 0.671, 0.769], [-1.296, 3.105, 1.459], [-3.512, 2.970, 0.693], [-4.045, 0.883, -0.922], [-2.558, -0.772, -1.262], [-0.310, -0.729, -0.271], [2.378, -2.154, -0.596], [2.637, -2.663, -2.006], [2.476, -1.445, -2.771], [3.089, -1.555, 0.060], [2.228, -2.898, 0.107], [1.333, -1.783, -0.548], [3.731, -2.874, -2.108], [2.122, -3.598, -2.167], [2.233, -1.485, -3.691]]}



#y
{"formula": "C10H16O", "method": "ωB97M-V/def2-TZVPD", "gap_ev": 9.421, "mol_weight_g_mol": 152.2, "elements": ["C", "C", "C", "C", "C", "O", "C", "C", "H", "H", "H", "H", "H", "H", "H", "H", "C", "C", "C", "H", "H", "H", "H", "H", "H", "H", "H"], "xyz": [[-2.129, 1.372, -0.291], [-1.318, 0.576, -1.278], [-0.786, -0.664, -0.930], [0.098, -1.324, -1.766], [0.311, -0.832, -3.046], [1.159, -1.478, -3.925], [-0.278, 0.345, -3.465], [-1.050, 1.062, -2.548], [-2.118, 0.911, 0.698], [-3.181, 1.451, -0.582], [-1.762, 2.397, -0.225], [-1.066, -1.089, 0.027], [0.645, -2.184, -1.396], [1.093, -2.428, -3.789], [-0.217, 0.660, -4.496], [-1.407, 2.040, -2.836], [1.040, 0.969, 3.466], [0.713, 0.081, 2.245], [1.402, -1.260, 2.322], [1.949, 1.547, 3.289], [1.241, 0.369, 4.358], [0.244, 1.669, 3.706], [-0.376, 0.000, 2.130], [0.991, 0.661, 1.362], [1.188, -1.897, 1.451], [2.491, -1.152, 2.301], [1.123, -1.802, 3.221]]}



#z
{"formula": "C10H16O", "method": "ωB97M-V/def2-TZVPD", "gap_ev": 9.212, "mol_weight_g_mol": 152.2, "elements": ["C", "C", "C", "C", "C", "O", "C", "C", "H", "H", "H", "H", "H", "H", "H", "H", "C", "C", "C", "H", "H", "H", "H", "H", "H", "H", "H"], "xyz": [[1.273, -0.052, 2.688], [-0.021, 0.279, 2.019], [-0.525, 1.569, 2.046], [-1.674, 1.919, 1.333], [-2.359, 0.917, 0.698], [-3.506, 1.183, -0.005], [-1.827, -0.355, 0.621], [-0.669, -0.734, 1.240], [1.498, -1.100, 2.883], [1.247, 0.422, 3.683], [2.196, 0.411, 2.337], [0.012, 2.376, 2.527], [-2.090, 2.909, 1.516], [-3.904, 2.022, 0.152], [-2.361, -0.944, -0.127], [-0.552, -1.821, 1.334], [2.382, -0.416, -2.642], [1.228, -0.668, -1.633], [0.021, -1.340, -2.275], [2.278, -0.925, -3.614], [3.293, -0.863, -2.261], [2.333, 0.619, -3.007], [1.701, -1.318, -0.901], [1.005, 0.313, -1.226], [0.232, -1.910, -3.189], [-0.497, -1.836, -1.452], [-0.713, -0.657, -2.744]]}



Which of them is most stable? Easy: #y.



#w
{"formula": "C10H16O", "method": "ωB97M-V/def2-TZVPD", "gap_ev": 9.054, "mol_weight_g_mol": 152.2, "elements": ["C", "C", "C", "C", "C", "O", "C", "C", "H", "H", "H", "H", "H", "H", "H", "H", "C", "C", "C", "H", "H", "H", "H", "H", "H", "H", "H"], "xyz": [[-0.589, -2.235, 0.812], [-1.303, -0.941, 0.496], [-1.743, -0.439, -0.730], [-2.245, 0.860, -0.721], [-2.173, 1.637, 0.410], [-2.520, 2.954, 0.234], [-1.935, 1.118, 1.692], [-1.586, -0.201, 1.709], [0.321, -2.317, 0.228], [-1.162, -3.081, 0.406], [-0.512, -2.397, 1.881], [-1.813, -1.039, -1.620], [-2.704, 1.285, -1.597], [-2.614, 3.382, 1.089], [-2.325, 1.694, 2.529], [-1.485, -0.763, 2.629], [2.037, -0.850, -1.708], [3.029, -0.088, -0.842], [2.351, 1.026, -0.017], [1.460, -1.570, -1.093], [2.520, -1.409, -2.502], [1.244, -0.196, -2.060], [3.596, -0.758, -0.188], [3.792, 0.387, -1.485], [1.786, 1.671, -0.701], [1.525, 0.635, 0.595], [3.049, 1.631, 0.553]]}



#x
{"formula": "C10H16O", "method": "ωB97M-V/def2-TZVPD", "gap_ev": 9.404, "mol_weight_g_mol": 152.2, "elements": ["C", "C", "C", "C", "C", "O", "C", "C", "H", "H", "H", "H", "H", "H", "H", "H", "C", "C", "C", "H", "H", "H", "H", "H", "H", "H", "H"], "xyz": [[1.666, 3.558, -0.233], [0.513, 2.607, -0.555], [0.254, 2.068, -1.835], [-0.684, 1.094, -1.990], [-1.438, 0.758, -0.893], [-2.423, -0.252, -1.135], [-1.415, 1.290, 0.335], [-0.370, 2.281, 0.527], [2.039, 3.987, -1.164], [2.542, 3.117, 0.351], [1.259, 4.346, 0.447], [0.833, 2.219, -2.744], [-0.810, 0.518, -2.916], [-3.122, -0.474, -0.580], [-1.927, 0.909, 1.343], [-0.217, 2.762, 1.521], [0.936, -1.650, 1.333], [0.767, -3.156, 0.765], [-0.699, -3.627, 0.501], [0.082, -1.108, 1.245], [1.230, -1.696, 2.383], [1.479, -1.105, 0.525], [1.176, -3.701, 1.624], [1.298, -3.357, -0.093], [-1.374, -3.066, 1.062], [-0.697, -4.627, 0.845], [-0.898, -3.695, -0.669]]}



#y
{"formula": "C10H16O", "method": "ωB97M-V/def2-TZVPD", "gap_ev": 9.214, "mol_weight_g_mol": 152.2, "elements": ["C", "C", "C", "C", "C", "C", "O", "C", "C", "H", "H", "H", "H", "H", "H", "H", "H", "H", "H", "C", "C", "H", "H", "H", "H", "H", "H"], "xyz": [[-0.137, -2.547, -3.000], [-0.333, -1.040, -2.941], [0.379, -0.302, -1.836], [0.867, -0.954, -0.729], [1.413, -0.285, 0.375], [1.545, 1.089, 0.262], [1.860, 1.892, 1.329], [1.297, 1.725, -0.950], [0.610, 1.079, -1.949], [-0.505, -2.963, -3.935], [-0.677, -3.044, -2.204], [0.915, -2.824, -2.915], [-0.224, -0.554, -3.923], [-1.408, -0.856, -2.816], [0.835, -2.035, -0.654], [1.659, -0.862, 1.259], [1.824, 1.335, 2.129], [1.575, 2.768, -1.003], [0.183, 1.622, -2.794], [-1.085, 1.438, 3.678], [-1.811, 0.290, 2.974], [-0.480, 1.854, 2.871], [-1.809, 2.214, 3.920], [-0.528, 1.171, 4.571], [-2.292, -0.393, 3.685], [-1.149, -0.372, 2.404], [-2.525, 0.554, 2.191]]}



Which of them is most stable? Easy: #y.



#w
{"formula": "C10H16O", "method": "ωB97M-V/def2-TZVPD", "gap_ev": 9.251, "mol_weight_g_mol": 152.2, "elements": ["C", "C", "C", "C", "C", "O", "C", "C", "H", "H", "H", "H", "H", "H", "H", "H", "C", "C", "C", "H", "H", "H", "H", "H", "H", "H", "H"], "xyz": [[3.110, 1.444, -2.505], [2.314, 0.329, -1.866], [1.101, 0.545, -1.239], [0.394, -0.487, -0.645], [0.924, -1.760, -0.690], [0.168, -2.768, -0.154], [2.137, -2.013, -1.322], [2.803, -0.968, -1.937], [3.993, 1.659, -1.900], [2.568, 2.386, -2.539], [3.435, 1.128, -3.492], [0.716, 1.554, -1.158], [-0.594, -0.375, -0.229], [0.709, -3.559, -0.024], [2.579, -2.997, -1.210], [3.742, -1.160, -2.441], [-2.978, 1.227, 1.001], [-3.178, 0.209, 2.112], [-2.144, 0.362, 3.241], [-3.882, 1.493, 0.454], [-2.252, 0.909, 0.255], [-2.622, 2.170, 1.410], [-4.166, 0.327, 2.563], [-3.115, -0.815, 1.738], [-1.132, 0.371, 2.856], [-2.367, 1.270, 3.796], [-2.264, -0.482, 3.923]]}



#x
{"formula": "C10H16O", "method": "ωB97M-V/def2-TZVPD", "gap_ev": 9.261, "mol_weight_g_mol": 152.2, "elements": ["C", "C", "C", "C", "C", "O", "C", "C", "H", "H", "H", "H", "H", "H", "H", "H", "C", "C", "C", "H", "H", "H", "H", "H", "H", "H", "H"], "xyz": [[0.741, 2.874, 1.377], [-0.368, 2.213, 0.511], [0.022, 1.584, -0.645], [-0.846, 0.743, -1.366], [-1.925, 0.324, -0.631], [-2.694, -0.780, -0.972], [-2.354, 0.870, 0.602], [-1.636, 1.982, 1.046], [0.293, 3.200, 2.316], [1.024, 3.815, 0.903], [1.490, 2.100, 1.487], [1.047, 1.771, -0.949], [-0.445, 0.218, -2.218], [-2.306, -1.279, -1.676], [-3.280, 0.462, 0.967], [-2.074, 2.555, 1.856], [0.880, -1.961, 1.005], [1.739, -1.758, -0.263], [1.077, -2.311, -1.528], [0.244, -2.822, 0.825], [1.501, -2.374, 1.812], [0.469, -1.031, 1.384], [2.065, -0.712, -0.342], [2.740, -2.181, -0.115], [1.797, -2.798, -2.184], [0.400, -3.126, -1.252], [0.400, -1.578, -1.951]]}



#y
{"formula": "C10H16O", "method": "ωB97M-V/def2-TZVPD", "gap_ev": 8.956, "mol_weight_g_mol": 152.2, "elements": ["C", "C", "C", "C", "C", "C", "O", "C", "C", "H", "H", "H", "H", "H", "H", "H", "H", "H", "H", "C", "C", "H", "H", "H", "H", "H", "H"], "xyz": [[1.121, 3.091, 0.444], [0.157, 2.224, 1.299], [0.631, 0.778, 1.347], [1.910, 0.491, 1.894], [2.424, -0.780, 1.690], [1.553, -1.752, 1.206], [1.889, -2.974, 0.761], [0.181, -1.582, 1.127], [-0.298, -0.243, 1.028], [0.822, 2.967, -0.580], [2.088, 2.583, 0.308], [1.224, 4.052, 0.621], [0.155, 2.644, 2.338], [-0.917, 2.304, 1.196], [2.424, 1.243, 2.470], [3.375, -1.024, 2.114], [2.726, -3.236, 0.949], [-0.572, -2.326, 1.098], [-1.311, -0.188, 0.994], [-2.273, -0.378, -2.647], [-2.667, -1.816, -2.935], [-1.389, -0.138, -2.042], [-2.021, 0.187, -3.603], [-3.059, 0.232, -2.271], [-2.178, -2.100, -3.900], [-2.240, -2.331, -2.040], [-3.755, -1.928, -2.867]]}



#z
{"formula": "C10H16O", "method": "ωB97M-V/def2-TZVPD", "gap_ev": 9.151, "mol_weight_g_mol": 152.2, "elements": ["C", "C", "C", "C", "C", "C", "O", "C", "C", "H", "H", "H", "H", "H", "H", "H", "H", "H", "H", "C", "C", "H", "H", "H", "H", "H", "H"], "xyz": [[-1.028, 3.202, 2.016], [-1.323, 3.267, 0.524], [-0.752, 2.224, -0.407], [-1.354, 1.937, -1.618], [-0.924, 0.882, -2.452], [0.038, 0.076, -1.898], [0.270, -1.170, -2.469], [0.831, 0.459, -0.804], [0.463, 1.567, -0.074], [-1.410, 2.313, 2.511], [-1.523, 4.082, 2.437], [0.023, 3.321, 2.282], [-2.410, 3.205, 0.347], [-1.177, 4.302, 0.215], [-2.216, 2.543, -1.860], [-1.331, 0.552, -3.394], [0.878, -1.589, -1.869], [1.641, -0.157, -0.430], [1.160, 1.965, 0.652], [1.095, -3.941, 0.064], [1.425, -4.274, 1.535], [1.771, -3.147, -0.247], [1.315, -4.821, -0.546], [0.050, -3.751, -0.176], [1.330, -5.343, 1.709], [2.426, -3.890, 1.712], [0.734, -3.814, 2.242]]}



Which of them is most stable? Easy: #w.